(1)
C32H34CoN6OS3 as an isolated structure. Source: the OMol25 dataset; level of theory: ωB97M-V/def2-TZVPD.

Values from the calculation:
Expectation value of S² ... 0.87
HOMO level (alpha / beta) ... -0.042 / -0.042 Eh
Energy above the lowest of the compared OMol25 structures with the same formula, charge and spin ... 5.42 kcal per mole
Gap between HOMO and LUMO (alpha / beta) ... 5.14 / 5.14 eV
Lowest unoccupied orbital energy (alpha / beta) ... 3.987 / 3.987 eV
Strongest force on any atom ... 0.47 eV/A

```
! RIJCOSX wB97M-V def2-TZVPD def2/J DEFGRID3
* xyz -2 2
Co -0.8423 0.4723 -0.5871
S -0.6046 -1.4568 0.8512
C 0.9365 -1.2689 1.6027
C 1.3390 -2.1982 2.5985
C 2.5503 -2.0646 3.2309
C 3.3956 -1.0121 2.8774
C 2.9385 -0.1512 1.8956
N 1.7675 -0.2571 1.2742
H 0.6579 -2.9984 2.8589
H 2.8436 -2.7742 3.9983
H 4.3610 -0.8652 3.3434
H 3.5537 0.6903 1.5839
S -1.1884 2.0404 -2.2038
C -1.7423 0.8531 -3.3219
S -2.0109 -0.7167 -2.6944
C -1.9647 1.1782 -4.6696
C -1.7278 2.4803 -5.1854
N -1.5593 3.5319 -5.6362
C -2.4288 0.2197 -5.6095
N -2.8010 -0.5207 -6.4162
C 3.8754 -3.2588 -0.6358
N 3.1667 -2.7034 -1.7974
N 2.8328 -1.3555 -1.5721
C 1.4647 -1.1496 -1.7474
O 0.9418 -0.0492 -1.6941
C 0.9207 -2.4561 -2.0671
C 1.9325 -3.3306 -2.0591
C 1.8963 -4.8067 -2.2486
C 3.8347 -0.3740 -1.6442
C 3.5818 0.9181 -1.1776
C 4.5816 1.8729 -1.2520
C 5.8347 1.5654 -1.7670
C 6.0782 0.2801 -2.2260
C 5.0859 -0.6870 -2.1733
H 4.7881 -2.6904 -0.4692
H 4.1446 -4.2906 -0.8565
H 3.2543 -3.2128 0.2634
H -0.1194 -2.6162 -2.2896
H 0.9162 -5.0955 -2.6217
H 2.0632 -5.3307 -1.3046
H 2.6587 -5.1310 -2.9592
H 2.6081 1.1577 -0.7783
H 4.3699 2.8741 -0.8985
H 6.6084 2.3212 -1.8162
H 7.0444 0.0244 -2.6448
H 5.2635 -1.6787 -2.5654
C -5.6120 -1.4026 -0.2241
C -4.9772 -0.4075 0.7158
C -5.6281 -0.0238 1.8939
C -5.0035 0.8876 2.7317
C -5.6762 1.3325 4.0089
C -3.7535 1.4055 2.4165
C -3.0521 1.0419 1.2320
C -3.7440 0.1167 0.4039
N -1.8259 1.4595 0.8321
C -1.1140 2.5364 1.5231
C 0.1524 2.8684 0.7200
C -0.6040 2.1032 2.9147
C -1.9176 3.8507 1.5826
H -6.6652 -1.5601 0.0198
H -5.1029 -2.3680 -0.1673
H -5.5380 -1.0656 -1.2591
H -6.6056 -0.4264 2.1432
H -6.6211 0.8064 4.1575
H -5.8874 2.4056 3.9932
H -5.0421 1.1397 4.8785
H -3.3282 2.0975 3.1251
H -3.2804 -0.1683 -0.5325
H 0.7275 1.9588 0.5124
H 0.7859 3.5426 1.3044
H -0.0887 3.3591 -0.2223
H 0.1151 1.2923 2.7872
H -1.3938 1.7384 3.5659
H -0.1009 2.9392 3.4139
H -2.2466 4.1008 0.5721
H -1.2764 4.6588 1.9498
H -2.7968 3.8018 2.2185
*
```

These are the Mulliken partial charges, in e, on atoms 1 to 5: 0.79, -0.49, 0.44, -0.89, -0.35

---

(2)
C32H34F6N9O3SSc as an isolated structure. Source: the OMol25 dataset; level of theory: ωB97M-V/def2-TZVPD.

Values from the calculation:
HOMO level ... -0.300 Eh
Energy above the lowest of the compared OMol25 structures with the same formula, charge and spin ... 0.00 kcal per mole
Gap between HOMO and LUMO ... 8.23 eV
Lowest unoccupied orbital energy ... 0.066 eV
Strongest force on any atom ... 0.83 eV/A

```
! RIJCOSX wB97M-V def2-TZVPD def2/J DEFGRID3
* xyz 0 1
Sc -0.3423 -1.0115 -0.2770
C 3.1074 5.8620 2.1816
C 2.0242 4.8514 1.9235
C 0.6847 5.1810 2.0796
C -0.3164 4.2407 1.8616
C 0.0372 2.9578 1.4804
C 1.3730 2.6035 1.3135
C 2.3527 3.5517 1.5344
S -1.1997 1.7295 1.2248
O -0.9396 0.6420 2.1374
O -2.4762 2.4043 1.3125
N -0.9293 1.1113 -0.2240
C -1.3447 1.7516 -1.3927
C -1.7210 3.0946 -1.5085
C -2.0704 3.5643 -2.7585
C -2.0495 2.7121 -3.8573
C -1.6724 1.4006 -3.6401
N -1.3332 0.9277 -2.4425
H 2.6992 6.8671 2.2759
H 3.8411 5.8666 1.3750
H 3.6407 5.6295 3.1051
H 0.4159 6.1872 2.3769
H -1.3594 4.4944 1.9819
H 1.6291 1.5974 1.0085
H 3.3938 3.2793 1.4014
H -1.7382 3.7463 -0.6489
H -2.3575 4.6018 -2.8756
H -2.3119 3.0512 -4.8484
H -1.6313 0.6882 -4.4564
C -4.1216 -3.8206 2.9426
N -2.8435 -3.1208 2.9580
C -1.7809 -3.8404 3.6339
C -2.4921 -2.2901 1.9198
N -1.3257 -2.2099 1.3998
N -3.5157 -1.4393 1.5389
C -3.5970 -0.7140 0.3579
N -4.6172 0.2212 0.3944
N -2.8263 -0.9656 -0.6212
H -4.5877 -3.7845 3.9278
H -3.9750 -4.8698 2.6689
H -4.7963 -3.3786 2.2156
H -2.1698 -4.2284 4.5737
H -0.9552 -3.1691 3.8590
H -1.4082 -4.6849 3.0413
H -0.7038 -2.9355 1.7397
H -4.2163 -1.2597 2.2376
H -4.6542 0.7318 1.2673
H -4.5586 0.8766 -0.3730
H -2.9844 -0.3351 -1.4017
C 4.1280 1.9436 -2.8536
C 3.0121 2.3131 -2.1177
C 1.9902 1.4001 -1.9019
C 2.0841 0.1308 -2.4433
C 3.1995 -0.2544 -3.1693
C 4.2224 0.6577 -3.3726
N 0.9946 -0.7946 -2.2136
N 0.8366 -1.6015 -3.1431
C -0.1751 -2.5979 -2.9049
C -0.5116 -3.3318 -4.0389
C -1.4437 -4.3471 -3.9117
C -1.9958 -4.5994 -2.6575
C -1.6405 -3.8273 -1.5567
C -0.7132 -2.7867 -1.6378
H 4.9294 2.6525 -3.0167
H 2.9367 3.3071 -1.6963
H 1.1333 1.6734 -1.3079
H 3.2620 -1.2612 -3.5580
H 5.0980 0.3602 -3.9339
H -0.0311 -3.1093 -4.9829
H -1.7312 -4.9401 -4.7700
H -2.7170 -5.4006 -2.5419
H -2.1233 -4.0375 -0.6061
C 2.3817 -0.5712 2.8898
C 2.3664 -1.2543 1.5157
O 1.3369 -0.8012 0.7390
C 3.7011 -0.9595 0.7981
F 4.7687 -1.2013 1.5847
F 3.8513 -1.6911 -0.3142
F 3.7616 0.3341 0.4445
C 2.2262 -2.7796 1.7141
F 1.2584 -3.0436 2.6311
F 3.3490 -3.3580 2.1633
F 1.8575 -3.4111 0.5940
H 2.7396 0.4516 2.7907
H 3.0215 -1.0903 3.6036
H 1.3592 -0.5404 3.2580
*
```

These are the Mulliken partial charges, in e, on atoms 1 to 5: -2.50, -1.51, 0.99, -0.99, -0.59

---

(3)
A 2-piece molecular cluster, C32H34N2O6S2 overall in a non-equilibrium geometry. Source: the OMol25 dataset; level of theory: ωB97M-V/def2-TZVPD.

Values from the calculation:
HOMO level ... -0.241 Eh
Energy above the lowest of the compared OMol25 structures with the same formula, charge and spin ... 0.00 kcal per mole
Gap between HOMO and LUMO ... 5.02 eV
Lowest unoccupied orbital energy ... -1.528 eV
Strongest force on any atom ... 4.34 eV/A

```
! RIJCOSX wB97M-V def2-TZVPD def2/J DEFGRID3
* xyz 0 1
C 3.6267 4.1841 1.4895
N 3.1122 3.1228 0.6526
C 3.9163 2.4513 -0.2331
O 5.0958 2.7012 -0.4773
C 3.0868 1.3290 -0.8434
C 3.6052 -0.0646 -0.4834
C 3.5929 -0.2920 1.0077
C 4.5768 0.2969 1.8181
C 4.6120 0.0444 3.1940
C 3.6357 -0.7546 3.7836
C 2.6452 -1.3363 2.9873
C 2.6332 -1.1264 1.6036
N 1.7650 1.5843 -0.2923
C 0.7166 0.8698 -0.7395
C -0.4826 0.7597 -0.0715
C -1.6842 0.3247 -0.6322
C -2.9432 0.5843 0.0366
C -4.2023 0.1302 -0.4245
C -5.3321 0.1322 0.3923
C -5.2832 0.7337 1.6550
C -4.1128 1.3871 2.0480
C -2.9741 1.3387 1.2395
C 1.7558 2.6009 0.7766
C 1.5525 2.0204 2.2030
C 0.9429 3.1574 3.0141
C 0.3649 4.1977 2.0254
C 0.7415 3.7773 0.6032
H 4.5556 4.5457 1.0330
H 2.8916 4.9962 1.5446
H 3.8456 3.8205 2.5087
H 3.0595 1.4467 -1.9433
H 3.0009 -0.8318 -0.9820
H 4.6325 -0.1293 -0.8646
H 5.3474 0.9212 1.3524
H 5.4079 0.4808 3.7958
H 3.6400 -0.9225 4.8599
H 1.8680 -1.9539 3.4376
H 1.8873 -1.6230 0.9740
H 0.8867 0.3352 -1.6747
H -0.4768 1.0602 0.9750
H -1.6873 0.0315 -1.6822
H -4.3076 -0.1706 -1.4604
H -6.2570 -0.3141 0.0217
H -6.1631 0.7437 2.2951
H -4.0735 1.9439 2.9866
H -2.0996 1.9190 1.5491
H 0.9030 1.1398 2.1593
H 2.5160 1.6530 2.5795
H 0.1718 2.7715 3.6911
H 1.7094 3.6241 3.6494
H -0.7256 4.2665 2.1329
H 0.7426 5.2029 2.2748
H 1.2128 4.5869 0.0338
H -0.1203 3.4307 0.0213
C -1.9428 -2.9250 0.8540
O -1.5811 -1.9632 -0.2143
C -1.8240 -2.1605 -1.5074
S -0.5268 -2.6770 -2.6217
O -0.0454 -1.4895 -3.3067
O 0.3953 -3.5981 -1.9802
C -1.5096 -3.6393 -3.7722
C -2.8752 -3.6612 -3.5292
C -3.7563 -4.2752 -4.4242
C -3.2226 -4.9993 -5.4956
C -1.8358 -5.0572 -5.6850
C -0.9691 -4.3679 -4.8309
S -3.4001 -2.5705 -2.2075
O -4.2446 -3.2490 -1.2416
O -3.9101 -1.4404 -2.9779
H -1.8176 -3.9359 0.4651
H -1.2380 -2.7184 1.6663
H -2.9682 -2.7130 1.1592
H -4.8342 -4.1853 -4.2666
H -3.9079 -5.5058 -6.1843
H -1.4259 -5.6192 -6.5232
H 0.1085 -4.3778 -4.9775
*
```

These are the Mulliken partial charges, in e, on atoms 1 to 5: -0.99, 0.30, -0.16, -0.69, 0.27

---

(4)
C32H35AsCl3MnO6P as an isolated structure. Source: the OMol25 dataset; level of theory: ωB97M-V/def2-TZVPD.

Values from the calculation:
Expectation value of S² ... 0.82
HOMO level (alpha / beta) ... -0.516 / -0.518 Eh
Gap between HOMO and LUMO (alpha / beta) ... 6.09 / 7.07 eV
Lowest unoccupied orbital energy (alpha / beta) ... -7.956 / -7.024 eV
Strongest force on any atom ... 0.57 eV/A

```
! RIJCOSX wB97M-V def2-TZVPD def2/J DEFGRID3
* xyz 2 2
Mn 0.3666 0.4822 0.0086
Cl -0.5425 -5.3745 -3.7602
C -0.4887 -3.8021 -3.0734
C -0.2167 -3.6669 -1.7169
C -0.1775 -2.3889 -1.2049
Cl 0.1787 -2.0687 0.4647
C -0.4029 -1.2636 -1.9875
O -0.3900 -0.0268 -1.4423
C -0.6602 -1.4247 -3.3492
Cl -0.9087 -0.0430 -4.3351
C -0.7056 -2.6977 -3.8892
H -0.0313 -4.5320 -1.0970
H -0.9053 -2.8297 -4.9431
C 5.0204 0.7147 -1.9462
C 3.8491 0.9880 -2.8655
C 4.2175 1.8870 -4.0231
C 3.1467 -0.2770 -3.3160
O 2.8020 1.7855 -2.1069
P 2.3955 1.7067 -0.6357
O 2.1447 0.2260 -0.1287
O 0.9059 2.1805 -0.4948
O 3.3733 2.3848 0.3214
C 3.6766 3.8596 0.5087
C 3.5142 4.5803 -0.8130
C 2.6940 4.3436 1.5549
C 5.1057 3.8760 1.0026
H 5.7813 0.1698 -2.5049
H 4.7357 0.0971 -1.0915
H 5.4665 1.6415 -1.5856
H 4.9338 1.3686 -4.6605
H 4.6782 2.8103 -3.6739
H 3.3392 2.1327 -4.6183
H 3.8273 -0.8638 -3.9334
H 2.2663 -0.0321 -3.9109
H 2.8522 -0.8890 -2.4619
H 2.4891 4.5313 -1.1868
H 4.1890 4.1837 -1.5706
H 3.7594 5.6311 -0.6593
H 1.6663 4.2652 1.1973
H 2.9005 5.3912 1.7758
H 2.8033 3.7694 2.4750
H 5.7842 3.4807 0.2476
H 5.2079 3.2865 1.9124
H 5.3970 4.9034 1.2202
O -0.1944 0.6958 1.6535
As -1.8791 0.9507 2.1358
C -2.7830 0.9970 0.4699
C -3.5900 -0.0393 0.0070
C -4.1062 0.0358 -1.2774
C -3.8241 1.1346 -2.0796
C -3.0383 2.1763 -1.6033
C -2.5140 2.1146 -0.3235
C -2.3214 -0.4244 3.3477
C -2.4937 -1.7406 2.9137
C -2.7886 -2.7228 3.8414
C -2.9047 -2.3942 5.1875
C -2.7239 -1.0872 5.6153
C -2.4301 -0.0912 4.6966
C -1.8794 2.6589 2.9482
C -3.1050 3.2814 3.1754
C -3.1202 4.5283 3.7791
C -1.9255 5.1359 4.1459
C -0.7103 4.5062 3.9138
C -0.6781 3.2573 3.3109
H -3.8391 -0.8801 0.6401
H -4.7430 -0.7565 -1.6474
H -4.2347 1.1855 -3.0792
H -2.8392 3.0377 -2.2257
H -1.9071 2.9311 0.0530
H -2.3823 -2.0046 1.8707
H -2.9285 -3.7456 3.5196
H -3.1364 -3.1668 5.9083
H -2.8124 -0.8406 6.6642
H -2.2959 0.9307 5.0290
H -4.0378 2.8119 2.8836
H -4.0623 5.0264 3.9619
H -1.9445 6.1090 4.6178
H 0.2135 4.9868 4.2061
H 0.2654 2.7590 3.1279
*
```

These are the Mulliken partial charges, in e, on atoms 1 to 5: 1.14, -0.15, 0.26, -0.86, 1.24

---

(5)
C32H35ClFeN6O4 as an isolated structure. Source: the OMol25 dataset; level of theory: ωB97M-V/def2-TZVPD.

Values from the calculation:
Expectation value of S² ... 8.80
HOMO level (alpha / beta) ... -0.364 / -0.426 Eh
Energy above the lowest of the compared OMol25 structures with the same formula, charge and spin ... 52.16 kcal per mole
Gap between HOMO and LUMO (alpha / beta) ... 7.13 / 8.18 eV
Lowest unoccupied orbital energy (alpha / beta) ... -2.785 / -3.407 eV
Strongest force on any atom ... 0.54 eV/A

```
! RIJCOSX wB97M-V def2-TZVPD def2/J DEFGRID3
* xyz 1 6
Fe 0.1397 0.8735 0.2813
C 1.9112 -1.8159 0.7840
N 1.4780 -1.1816 -0.4791
C 2.6063 -0.4263 -1.0655
C 1.0388 -2.2558 -1.3897
C 2.0297 -3.1288 -1.8441
C 1.7552 -4.1884 -2.6847
C 0.4505 -4.4038 -3.0954
C -0.5404 -3.5525 -2.6533
C -0.2852 -2.4797 -1.7936
N -1.2710 -0.8085 -0.2653
C -2.5132 -0.5370 0.3251
C -3.6082 -1.1656 -0.4333
C -4.7665 -1.4667 0.4604
C -4.8840 -0.8405 1.6615
C -3.8834 0.0298 2.1760
C -2.6468 0.1167 1.4924
N -1.4522 0.7774 2.0009
C -1.0250 0.0951 3.2394
C -1.7308 2.2027 2.2729
H 2.7892 -2.4513 0.6344
H 1.1114 -2.4482 1.1746
H 2.1583 -1.0532 1.5173
H 3.5293 -1.0103 -1.0904
H 2.7982 0.4652 -0.4697
H 2.3563 -0.1280 -2.0824
H 3.0519 -2.9737 -1.5334
H 2.5548 -4.8361 -3.0155
H 0.2072 -5.2204 -3.7599
H -1.5533 -3.7082 -2.9978
H -3.9516 -0.4718 -1.2207
H -5.5626 -2.0954 0.0845
H -5.7773 -0.9959 2.2513
H -4.0451 0.5472 3.1097
H -1.7471 0.2577 4.0442
H -0.0533 0.4595 3.5601
H -0.9574 -0.9772 3.0554
H -2.5168 2.3255 3.0229
H -2.0473 2.6967 1.3541
H -0.8238 2.6825 2.6388
O 2.5506 3.2589 -4.4570
C 1.8797 2.1809 -4.8283
O 2.0177 1.6719 -5.9076
C 0.9131 1.5980 -3.8387
C 0.0649 0.5349 -4.0998
Cl -0.1196 -0.3776 -5.5095
N -0.6351 0.2582 -2.9649
N -0.2371 1.0712 -1.9703
C 0.6708 1.8812 -2.4775
C 1.2596 2.8416 -1.4861
O 2.0080 3.7357 -1.8477
O 0.9055 2.6012 -0.2738
C -1.6698 -0.6867 -2.7280
C -1.4854 -1.5835 -1.5094
C -2.8556 -2.2932 -1.2163
C -3.6768 -2.6804 -2.4056
C -3.6168 -1.9456 -3.5141
C -2.6463 -0.8560 -3.6187
H 2.3758 3.5265 -3.5138
H -0.6422 -1.3198 0.3501
H -2.6702 -3.1400 -0.5512
H -4.3767 -3.4994 -2.3047
H -4.2607 -2.1401 -4.3597
H -2.6856 -0.2128 -4.4863
C 4.2511 2.1667 3.8057
C 2.7519 2.4815 3.8844
C 2.1629 2.0121 5.2212
C 2.4989 3.9802 3.6699
C 2.0756 1.7536 2.7953
N 1.5906 1.2017 1.9142
H 4.7550 2.6926 4.6157
H 4.6741 2.5015 2.8596
H 4.4396 1.0993 3.9177
H 2.6821 2.5285 6.0276
H 2.2962 0.9394 5.3616
H 1.1014 2.2503 5.2933
H 3.0127 4.5323 4.4561
H 1.4362 4.2156 3.7239
H 2.8804 4.3110 2.7051
*
```

These are the Mulliken partial charges, in e, on atoms 1 to 5: 1.18, -1.00, 1.21, -1.36, 0.21

---

(6)
C32H35F5N4O5PbSTe as an isolated structure. Source: the OMol25 dataset; level of theory: ωB97M-V/def2-TZVPD.

Values from the calculation:
HOMO level ... -0.277 Eh
Energy above the lowest of the compared OMol25 structures with the same formula, charge and spin ... 0.00 kcal per mole
Gap between HOMO and LUMO ... 7.76 eV
Lowest unoccupied orbital energy ... 0.228 eV
Strongest force on any atom ... 0.18 eV/A

```
! RIJCOSX wB97M-V def2-TZVPD def2/J DEFGRID3
* xyz 0 1
Pb -0.3054 0.8337 0.7410
C 1.9809 0.5689 3.2504
N 1.4957 -0.2856 2.1675
C 2.6010 -0.7434 1.3280
C 0.7201 -1.4077 2.7086
C 0.1087 -2.2694 1.6192
N -0.5764 -1.4502 0.6212
C -1.3329 -2.0720 -0.3176
C -2.0978 -1.3090 -1.2255
F -2.0281 0.0494 -1.1373
C -2.8599 -1.8314 -2.2381
F -3.4996 -0.9747 -3.0569
C -2.9647 -3.1931 -2.4427
C -2.2413 -3.9789 -1.5703
F -2.2777 -5.3147 -1.7071
C -1.4587 -3.4625 -0.5547
F -0.7752 -4.3669 0.1851
H 2.6651 0.0186 3.9096
H 2.5173 1.4213 2.8325
H 1.1362 0.9314 3.8331
H 3.2606 -1.4248 1.8812
H 2.2214 -1.2539 0.4444
H 3.1827 0.1162 0.9955
H 1.3606 -2.0374 3.3440
H -0.0634 -0.9834 3.3375
H 0.8875 -2.8873 1.1618
H -0.5818 -2.9540 2.1182
H -3.5725 -3.6155 -3.2271
O 1.1803 0.6164 -1.5320
S 0.7400 -0.3479 -2.5990
C 0.1361 0.6732 -3.9740
C 1.0598 1.7824 -4.3638
C 1.1381 2.9289 -3.5779
C 2.0138 3.9495 -3.9152
C 2.8193 3.8340 -5.0396
C 2.7466 2.6943 -5.8278
C 1.8715 1.6727 -5.4891
C 2.2484 -0.9988 -3.3380
C 2.9357 -1.8903 -2.3396
C 4.2142 -1.5845 -1.8902
C 4.8449 -2.4002 -0.9605
C 4.1936 -3.5186 -0.4614
C 2.9092 -3.8216 -0.8950
C 2.2847 -3.0124 -1.8317
H -0.8136 1.0494 -3.5881
H -0.0806 -0.0126 -4.7955
H 0.5182 3.0122 -2.6933
H 2.0657 4.8374 -3.2988
H 3.4994 4.6331 -5.3039
H 3.3669 2.6025 -6.7098
H 1.8097 0.7866 -6.1111
H 2.8724 -0.1554 -3.6361
H 1.9368 -1.5541 -4.2272
H 4.7177 -0.7034 -2.2697
H 5.8436 -2.1566 -0.6218
H 4.6823 -4.1518 0.2676
H 2.3892 -4.6862 -0.5029
H 1.2789 -3.2525 -2.1605
C -2.7643 3.1768 -3.2251
Te -2.1627 3.6037 -1.2243
C -4.0865 3.2229 -0.3835
H -2.9753 2.1150 -3.3311
H -1.9621 3.4708 -3.9000
H -3.6480 3.7659 -3.4552
H -4.5092 4.1429 0.0080
H -3.9864 2.4657 0.3893
H -4.7133 2.8381 -1.1850
F -1.1487 3.1748 7.3972
C -1.5825 2.0202 6.8796
C -2.3188 1.9903 5.7685
N -2.8011 0.8168 5.2313
C -3.3864 0.8312 3.9020
C -2.3325 0.9328 2.8030
O -1.1353 1.1127 3.1460
O -2.7236 0.8192 1.6212
C -2.4390 -0.4079 5.7572
O -2.7312 -1.4684 5.2481
N -1.7138 -0.3336 6.9327
C -1.2045 0.7947 7.5711
O -0.5312 0.7146 8.5711
H -2.5794 2.8988 5.2444
H -4.0819 1.6673 3.8206
H -3.9439 -0.0902 3.7592
H -1.4639 -1.2245 7.3379
*
```

These are the Mulliken partial charges, in e, on atoms 1 to 5: 1.00, -1.02, 0.83, -0.94, -1.13